Entry 1:
20
Properties=species:S:1:pos:R:3:forces:R:3:lowdin_charge:R:1 method="wB97M-V/def2-TZVPD" e_above_lowest_kj_mol=485.92 orbital_gap_ev=9.40 smiles="Oc1cc[nH]n1.CC1=CC1" total_charge=0 e_lumo_ev=0.76
C 2.8243 0.0792 -0.5538 -0.789 -0.519 1.254 -0.022
C 2.2734 1.1789 0.0408 0.679 -0.028 -1.135 -0.133
C 2.3951 -1.0260 0.2146 -0.954 1.954 0.452 -0.434
C -0.9619 -0.9314 -0.1198 -0.927 -0.007 1.686 0.001
C -1.8345 -1.1178 1.1171 -0.843 0.714 -0.409 -0.102
C -1.9180 -0.0811 0.0015 0.162 -1.543 0.308 -0.300
C -2.7090 0.8765 -0.7316 3.297 2.219 -1.510 -0.065
N 1.6441 0.7484 1.1196 -2.969 2.177 1.664 -0.042
N 1.6124 -0.5823 1.1845 0.365 -1.316 1.275 0.074
O 2.5508 -2.3424 0.0140 -0.254 -0.110 0.652 0.094
H 3.4052 0.0786 -1.3874 1.508 -0.034 -2.232 0.066
H 2.2166 2.1605 -0.3756 0.150 0.551 0.382 0.111
H 3.0927 -2.4338 -0.7560 0.517 -0.349 -0.714 0.098
H -0.0190 -1.2247 -0.4514 0.854 -0.587 -0.869 0.060
H -2.6690 -1.8152 1.2426 0.405 -0.456 -0.682 0.069
H -1.5211 -0.8317 2.1063 0.547 0.466 0.252 0.055
H -3.6704 0.5156 -0.9491 -1.099 -0.633 -1.073 0.060
H -1.9541 1.2614 -1.6017 -2.488 -1.082 1.353 0.142
H -2.8752 1.7666 -0.1746 -0.192 0.885 0.784 0.052
H 0.9315 1.3772 1.6771 2.032 -2.302 -1.437 0.215

---

Entry 2:
113
Properties=species:S:1:pos:R:3:forces:R:3:lowdin_charge:R:1 method="wB97M-V/def2-TZVPD" orbital_gap_ev="6.16 / 5.51" total_charge=+2 e_lumo_ev="-7.75 / -8.41"
Pd 0.1853 0.3224 0.2143 2.061 -1.551 0.990 0.998
C 2.3346 1.9409 2.8897 0.078 -0.024 -0.115 -0.054
C 3.4912 1.0321 2.5000 -0.224 -0.069 0.098 -0.338
C 3.7462 0.0373 3.6461 0.124 0.027 -0.097 -0.032
C 3.4053 0.2556 1.2035 0.246 0.058 -0.194 -0.232
C 4.5654 -0.3069 0.6518 -0.119 -0.010 0.031 0.041
C 4.1685 -1.0926 -0.4100 0.055 0.123 0.206 -0.203
C 5.0292 -1.9951 -1.2450 0.017 -0.095 0.106 -0.355
C 6.4710 -1.4887 -1.3027 -0.086 -0.016 -0.030 -0.049
C 4.9835 -3.4067 -0.6394 -0.024 0.094 -0.157 -0.023
N 2.8263 -0.9781 -0.5111 0.313 -0.156 -0.197 0.044
N 2.3650 -0.1272 0.4481 -0.697 -0.184 0.033 0.042
B 1.9081 -1.7478 -1.4842 -0.255 0.091 0.064 -0.496
N 0.7803 -2.4885 -0.7302 0.268 -0.035 -0.019 0.060
N -0.2787 -1.8091 -0.2206 -0.300 1.088 0.348 0.032
C -1.2176 -2.6836 0.1576 0.009 -0.054 -0.004 -0.224
C -0.7437 -3.9662 -0.1224 0.125 0.093 0.015 0.062
C 0.5139 -3.8121 -0.6883 -0.364 -0.067 0.191 -0.175
C 1.4071 -4.9080 -1.1787 0.014 -0.166 -0.040 -0.361
C 1.9309 -5.7308 0.0065 0.058 0.117 -0.072 -0.044
C 0.6578 -5.8110 -2.1663 0.112 0.119 -0.016 -0.039
C -2.5693 -2.3252 0.7182 -0.099 0.114 -0.053 -0.344
C -2.9859 -0.8920 0.3937 0.142 -0.159 0.054 -0.057
C -3.6227 -3.3002 0.1835 0.091 -0.076 0.101 -0.051
N 1.2292 -0.7613 -2.4675 0.131 -0.395 -0.145 0.012
N 0.3160 0.1106 -1.9844 -0.580 0.789 0.289 -0.030
C -0.3315 0.6709 -3.0063 0.127 -0.074 0.108 -0.261
C 0.1844 0.1419 -4.1940 0.094 -0.036 -0.016 0.066
C 1.1558 -0.7760 -3.8220 -0.175 0.160 -0.156 -0.186
C 1.9627 -1.6675 -4.7187 -0.026 -0.072 -0.114 -0.353
C 1.0219 -2.5910 -5.5040 0.071 -0.023 0.074 -0.037
C 2.8383 -0.8460 -5.6713 -0.029 -0.098 0.073 -0.037
C -1.4529 1.6429 -2.8103 -0.008 0.077 -0.139 -0.382
C -1.1331 3.0062 -3.4326 -0.029 -0.041 0.062 -0.055
C -2.7404 1.0714 -3.4144 0.035 -0.037 0.115 -0.041
H 2.6139 2.5289 3.7645 0.004 -0.057 0.015 0.099
H 1.4642 1.3451 3.1498 0.012 0.087 0.048 0.049
H 2.0609 2.6310 2.1015 -0.101 0.178 -0.199 0.037
H 4.3945 1.6409 2.3956 -0.027 0.022 -0.031 0.140
H 2.8406 -0.5335 3.8595 0.032 -0.014 0.009 0.072
H 4.0352 0.5786 4.5469 -0.045 -0.006 0.015 0.094
H 4.5465 -0.6586 3.3960 -0.016 -0.025 0.061 0.084
H 5.5651 -0.1820 1.0337 0.002 -0.010 -0.006 0.133
H 4.6336 -2.0274 -2.2630 -0.044 -0.029 -0.007 0.123
H 6.9710 -1.6195 -0.3423 0.003 0.043 0.004 0.090
H 6.5185 -0.4324 -1.5747 0.043 -0.030 -0.001 0.063
H 7.0284 -2.0603 -2.0437 0.035 0.004 0.019 0.093
H 5.3584 -3.3811 0.3848 0.017 -0.013 -0.001 0.099
H 5.6031 -4.0930 -1.2168 -0.015 -0.011 0.005 0.098
H 3.9630 -3.7869 -0.6186 0.035 -0.059 0.021 0.050
H 2.5659 -2.5178 -2.0888 0.054 -0.052 -0.025 0.107
H -1.2566 -4.8955 0.0551 -0.011 0.010 -0.063 0.126
H 2.2575 -4.4690 -1.6997 -0.021 0.016 0.005 0.103
H 1.1142 -6.2505 0.5082 -0.011 0.010 0.010 0.089
H 2.4365 -5.1010 0.7409 0.001 -0.018 0.021 0.075
H 2.6405 -6.4768 -0.3516 -0.010 -0.026 0.034 0.092
H -0.1590 -6.3397 -1.6750 -0.016 0.006 0.008 0.086
H 1.3429 -6.5542 -2.5738 -0.033 -0.021 -0.006 0.091
H 0.2435 -5.2328 -2.9933 -0.008 -0.032 -0.017 0.078
H -2.5259 -2.4435 1.8072 0.071 0.038 0.013 0.143
H -3.0278 -0.7516 -0.6882 -0.002 0.071 -0.018 0.076
H -2.2894 -0.1738 0.8175 -0.104 0.045 -0.050 0.018
H -3.9708 -0.6779 0.8075 -0.018 -0.045 -0.009 0.096
H -3.6680 -3.2528 -0.9057 -0.014 -0.011 -0.002 0.096
H -4.6043 -3.0459 0.5812 0.004 0.009 0.003 0.089
H -3.4016 -4.3258 0.4763 -0.059 -0.008 -0.034 0.078
H -0.1275 0.3773 -5.1985 -0.004 -0.012 0.018 0.132
H 2.6125 -2.2916 -4.1052 -0.004 0.015 0.034 0.115
H 0.4175 -2.0233 -6.2125 -0.025 0.006 0.021 0.090
H 0.3527 -3.1289 -4.8313 -0.028 -0.003 -0.031 0.080
H 1.6020 -3.3229 -6.0659 -0.010 0.019 -0.014 0.091
H 2.2551 -0.0834 -6.1883 0.013 0.003 -0.007 0.088
H 3.2782 -1.5001 -6.4235 0.045 0.024 0.009 0.092
H 3.6558 -0.3578 -5.1359 -0.020 0.058 -0.081 0.057
H -1.5902 1.7573 -1.7274 -0.025 -0.017 -0.042 0.091
H -0.8523 2.8898 -4.4802 -0.009 0.024 -0.008 0.089
H -0.3191 3.5073 -2.9089 0.036 -0.009 -0.070 0.044
H -2.0108 3.6517 -3.3949 0.004 0.000 0.007 0.089
H -2.6197 0.9131 -4.4866 -0.029 0.025 -0.013 0.089
H -3.5666 1.7654 -3.2626 -0.007 -0.011 -0.015 0.090
H -3.0043 0.1156 -2.9607 0.000 -0.014 -0.018 0.074
F 1.1452 -3.6531 3.8154 0.113 -0.149 0.041 0.122
C 0.5836 -2.4724 3.6040 -0.255 0.384 0.014 -0.256
C 0.8531 -1.8202 2.4103 0.466 -0.094 -0.419 -0.024
C 0.2527 -0.6088 2.1967 -0.675 0.638 -0.616 -0.054
C -0.5826 0.0064 3.1291 -0.090 0.178 -0.203 -0.126
C -0.8357 -0.7151 4.2994 0.260 -0.096 -0.190 -0.200
F -1.6721 -0.2110 5.2040 -0.040 0.051 0.104 0.115
C -0.2687 -1.9460 4.5549 0.016 -0.067 0.141 0.108
C -1.1137 1.3383 2.8306 -0.075 -0.013 0.227 -0.221
C -1.5850 2.2446 3.7755 -0.005 -0.049 -0.021 0.036
C -2.0508 3.4783 3.3567 -0.007 0.005 -0.052 -0.005
C -2.0315 3.7930 2.0059 -0.011 -0.077 0.019 -0.015
C -1.5162 2.8596 1.1284 -0.139 0.196 0.009 -0.154
N -1.0614 1.6732 1.5319 0.085 -0.198 -0.810 0.005
H 1.5267 -2.2859 1.7012 -0.136 -0.016 -0.004 0.123
H -0.4801 -2.4697 5.4770 -0.021 -0.015 -0.024 0.151
H -1.5699 1.9887 4.8227 -0.058 -0.013 -0.013 0.125
H -2.4302 4.1898 4.0778 0.025 -0.008 0.018 0.128
H -2.4022 4.7399 1.6408 0.014 -0.015 -0.029 0.123
H -1.4710 3.0687 0.0663 -0.002 -0.017 0.025 0.076
S 1.1381 2.6230 -0.5762 -0.858 -0.277 0.953 0.877
C 2.7583 2.4350 -1.1149 0.568 -0.407 -0.122 -0.619
N 3.0376 1.5124 -2.0643 0.179 0.442 -0.067 0.121
C 4.2626 1.3355 -2.5841 -0.122 -0.053 0.028 -0.015
C 5.3052 2.1242 -2.1737 0.072 0.297 0.180 -0.005
C 5.0652 3.0961 -1.2000 0.118 -0.148 -0.293 0.013
C 3.8022 3.2418 -0.6612 -0.301 -0.002 0.024 -0.040
H 2.2676 0.9282 -2.3928 0.114 -0.060 0.008 0.112
H 4.3608 0.5609 -3.3309 -0.038 -0.027 0.033 0.129
H 6.2873 1.9971 -2.6041 -0.015 -0.039 -0.019 0.130
H 5.8735 3.7330 -0.8655 -0.012 -0.005 0.028 0.135
H 3.5985 3.9823 0.0990 -0.024 -0.035 0.029 0.125

---

Entry 3:
8
Properties=species:S:1:pos:R:3:forces:R:3:lowdin_charge:R:1 method="wB97M-V/def2-TZVPD" e_above_lowest_kj_mol=259.32 orbital_gap_ev=8.37 total_charge=0 e_lumo_ev=-0.86
C -0.1987 1.0402 0.0946 1.838 -0.492 -1.503 -0.073
N 1.2562 -1.4295 -0.3865 -1.849 -1.347 2.030 -0.540
S 2.3995 -1.1711 -1.2174 1.229 1.658 -2.602 0.714
H 0.0954 1.4079 -0.9002 0.653 0.526 0.452 0.018
H -0.3742 0.0341 -0.2038 -0.919 -0.856 0.493 -0.040
H -1.0369 1.6063 0.3360 -1.454 0.678 0.970 -0.009
H 0.6188 0.9956 0.8294 -0.391 0.521 -0.318 0.028
H 1.8870 -0.2276 -2.2550 0.894 -0.688 0.478 -0.097

---

Entry 4:
100
Properties=species:S:1:pos:R:3:forces:R:3:lowdin_charge:R:1 method="wB97M-V/def2-TZVPD" orbital_gap_ev=6.09 total_charge=+2 e_lumo_ev=-6.41
P 0.2201 5.6583 -2.1817 0.145 1.256 -0.284 1.105
C 1.7260 6.7001 -2.3094 0.509 0.047 0.008 -0.384
C 2.1414 7.3077 -3.5060 0.076 0.070 0.363 -0.081
H 1.6145 7.1076 -4.4378 0.083 0.100 0.222 0.103
C 3.2279 8.1890 -3.5060 0.023 -0.127 0.170 -0.064
H 3.5173 8.6794 -4.4373 -0.036 -0.171 0.298 0.113
C 3.9317 8.4436 -2.3247 -0.320 -0.166 0.057 -0.063
H 4.7789 9.1324 -2.3288 -0.283 -0.232 0.016 0.114
C 3.5402 7.8138 -1.1336 0.045 0.049 -0.155 -0.072
H 4.0827 8.0106 -0.2068 -0.141 -0.074 -0.306 0.112
C 2.4544 6.9397 -1.1247 -0.131 0.049 -0.506 -0.109
H 2.1542 6.4456 -0.1987 0.073 0.183 -0.154 0.101
C -0.2226 5.4411 -3.9511 -0.085 -0.331 -0.270 -0.383
C 0.4211 4.4180 -4.6800 -0.328 0.375 0.095 -0.122
H 1.0928 3.7289 -4.1636 -0.055 0.181 -0.141 0.096
C 0.2241 4.3071 -6.0554 -0.049 -0.093 -0.093 -0.086
H 0.7518 3.5291 -6.6153 -0.206 0.289 0.174 0.109
C -0.6336 5.1903 -6.7223 -0.038 0.167 0.284 -0.068
H -0.7852 5.1052 -7.8000 0.087 0.018 0.342 0.113
C -1.2972 6.1905 -5.9998 0.173 -0.330 0.037 -0.058
H -1.9623 6.8895 -6.5072 0.169 -0.216 0.110 0.115
C -1.1014 6.3060 -4.6204 0.084 -0.119 -0.145 -0.077
H -1.6254 7.0871 -4.0700 0.181 -0.162 -0.135 0.106
C -1.0168 6.9080 -1.6454 -0.335 0.047 0.318 -0.374
C -0.7650 8.2892 -1.6893 -0.211 -0.160 -0.035 -0.074
H 0.2245 8.6595 -1.9576 -0.276 -0.122 0.008 0.107
C -1.7815 9.2037 -1.4017 -0.109 -0.213 0.109 -0.057
H -1.5718 10.2731 -1.4615 -0.089 -0.327 0.058 0.116
C -3.0560 8.7502 -1.0478 0.168 -0.232 -0.133 -0.063
H -3.8518 9.4671 -0.8323 0.263 -0.278 -0.077 0.114
C -3.3057 7.3722 -0.9688 0.087 0.083 0.028 -0.076
H -4.3005 7.0141 -0.7002 0.288 0.123 0.006 0.108
C -2.2879 6.4537 -1.2344 0.285 0.520 -0.221 -0.112
H -2.4735 5.3818 -1.1220 -0.006 0.254 -0.051 0.080
Hf 0.3258 0.6320 -0.0169 0.175 -2.542 1.812 0.850
C -1.4348 -0.3301 -1.1816 -0.247 0.121 -0.334 -0.201
C -2.0871 0.3728 -2.1212 -0.186 -0.082 -0.139 -0.382
H -1.7239 -1.3727 -0.9461 -0.016 0.538 -0.316 0.050
C -1.6507 1.8080 -2.4390 -1.347 -0.065 -0.002 -0.364
O -2.7923 2.6809 -2.1971 0.994 -0.409 -0.250 -0.038
H -2.5558 3.5949 -2.4316 0.010 -0.221 -0.078 0.090
C -0.5109 2.2324 -1.5877 1.799 1.834 0.888 -0.176
H -1.3570 1.8754 -3.5024 0.189 0.212 0.375 0.143
C 0.3400 2.9328 -0.9940 -2.650 -1.035 -2.530 -0.032
Cl 1.9628 1.6435 1.3182 0.308 0.405 0.198 0.103
P -1.5315 0.4478 1.8576 -0.115 0.660 0.629 0.729
P 1.8403 -0.9321 -1.4935 1.059 -0.242 -0.653 0.736
C -0.9220 -0.0624 3.4905 0.099 -0.007 -0.083 -0.227
H -0.2385 0.7001 3.8810 -0.161 -0.163 -0.003 0.062
H -0.3692 -0.9957 3.3383 -0.195 0.237 0.260 0.002
H -1.7727 -0.2162 4.1654 0.251 0.119 -0.049 0.067
C -2.0033 2.1973 2.0622 -0.277 0.018 0.146 -0.258
H -2.4304 2.5764 1.1235 0.015 -0.037 0.238 0.040
H -1.1143 2.7905 2.3116 -0.230 -0.090 0.023 0.047
H -2.7475 2.2647 2.8658 0.161 0.281 -0.160 0.060
C -3.1365 -0.3926 1.7401 0.003 -0.231 -0.402 -0.228
H -2.9834 -1.4795 1.7391 -0.060 0.237 0.036 0.059
H -3.6403 -0.1013 0.8094 0.044 -0.058 0.255 0.030
H -3.7478 -0.1010 2.6061 0.171 -0.110 -0.266 0.066
C 2.8902 -2.2088 -0.7347 -0.132 0.123 0.245 -0.229
H 2.2448 -2.7891 -0.0664 0.323 -0.012 -0.216 0.000
H 3.6719 -1.7271 -0.1342 -0.164 -0.161 -0.110 0.071
H 3.3383 -2.8379 -1.5154 -0.076 0.213 0.210 0.069
C 1.2218 -1.7833 -2.9774 -0.404 0.085 -0.063 -0.244
H 0.5877 -1.1004 -3.5559 0.140 -0.180 0.025 0.035
H 0.6218 -2.6520 -2.6781 0.154 0.162 -0.084 0.057
H 2.0739 -2.1111 -3.5885 -0.251 0.064 0.169 0.064
C 3.0379 0.2628 -2.1803 0.066 -0.036 -0.176 -0.265
H 3.5817 0.7476 -1.3603 -0.042 -0.117 -0.200 0.043
H 2.5049 1.0352 -2.7495 0.172 -0.130 0.029 0.037
H 3.7356 -0.2678 -2.8390 -0.011 0.266 0.101 0.061
P -3.5125 -0.2460 -3.0805 1.037 0.738 0.795 0.880
C -3.6179 -2.0157 -2.9155 -0.136 -0.365 -0.148 -0.168
C -3.2079 0.2218 -4.7808 -0.232 -0.077 -0.373 -0.156
H -3.7516 -2.2921 -1.8614 0.026 0.080 -0.285 0.071
H -2.7134 -2.4939 -3.3153 -0.241 0.140 0.129 0.076
H -4.4903 -2.3584 -3.4914 0.227 0.006 0.189 0.082
H -3.0016 1.2991 -4.8518 -0.172 -0.312 0.020 0.069
H -4.0918 -0.0200 -5.3856 0.246 0.106 0.019 0.079
H -2.3447 -0.3422 -5.1624 -0.239 0.155 0.109 0.079
C -4.9792 0.5346 -2.4216 -0.449 0.047 -0.171 -0.155
H -5.2116 0.1058 -1.4366 0.082 0.097 -0.285 0.072
H -5.8203 0.3590 -3.1056 0.087 0.064 0.240 0.078
H -4.7895 1.6115 -2.3185 -0.088 -0.378 -0.071 0.058
H 0.9109 3.8539 -0.8871 0.298 -0.226 0.546 0.003
C 2.5678 -4.5296 2.3078 0.050 0.243 -0.107 -0.184
Si 0.7930 -3.9966 2.5901 0.342 -0.865 0.691 0.419
C -0.3257 -5.4146 2.1096 -0.212 0.154 -0.308 -0.186
C 0.5384 -3.7016 4.4224 -0.009 0.338 -0.043 -0.187
C 0.4893 -2.4466 1.6282 -0.341 2.168 -1.542 -0.192
C 0.3916 -1.3788 0.9785 0.190 -2.336 1.219 -0.380
H 2.7923 -5.4238 2.9026 -0.075 0.160 -0.105 0.045
H 3.2637 -3.7375 2.6094 -0.049 -0.148 -0.044 0.039
H 2.7580 -4.7667 1.2550 0.012 -0.021 0.139 0.026
H -0.0983 -6.2841 2.7428 -0.017 0.249 -0.134 0.047
H -1.3827 -5.1598 2.2521 0.132 -0.102 -0.027 0.031
H -0.1803 -5.7100 1.0641 -0.064 -0.011 0.145 0.031
H 1.2123 -2.9246 4.8027 -0.114 -0.114 0.001 0.038
H -0.4920 -3.4019 4.6469 0.132 -0.050 0.013 0.031
H 0.7463 -4.6274 4.9738 -0.032 0.154 -0.138 0.045